[1]
{"formula": "C4H13N2O2", "method": "the ωB97M-V functional and the def2-TZVPD basis", "symbols": ["O", "O", "N", "N", "C", "C", "C", "C", "H", "H", "H", "H", "H", "H", "H", "H", "H", "H", "H", "H", "H"], "coordinates": [[-2.0043, 0.8787, 2.0953], [-1.5234, 0.0165, -1.6923], [-1.1106, -2.1438, -1.2156], [0.3516, 1.0729, -0.3381], [1.6333, 1.8094, -0.1327], [0.5480, -0.3920, -0.5875], [-0.7579, -0.8567, -1.2945], [0.9478, -1.1928, 0.6052], [-2.8627, 0.5201, 1.9593], [1.2081, -0.4563, -1.4662], [1.7161, -1.9288, 0.4695], [1.9055, 1.7686, 0.9157], [-0.3381, 1.2012, 0.4121], [0.1348, -1.6713, 1.1926], [1.1213, -0.5448, 1.4766], [-0.5284, -2.9653, -1.2583], [2.4023, 1.4158, -0.7848], [1.4644, 2.8601, -0.3711], [-0.1900, 1.3343, -1.1776], [-2.0305, -2.3023, -1.5827], [-2.0872, 1.5763, 2.7750]], "atomic_forces_ev_per_a": [[1.552, 1.017, 0.382], [0.520, -0.344, -0.147], [-0.352, -0.531, -0.552], [0.021, -0.752, -0.470], [-0.596, 0.831, 0.156], [-0.816, -0.730, -1.734], [-0.733, 1.100, 1.430], [-0.996, 0.221, 2.530], [-1.181, -0.366, -0.102], [0.697, 0.135, 0.710], [0.511, 0.005, -0.133], [0.179, -0.293, -0.011], [0.125, -0.003, 0.340], [-0.271, -0.335, -1.409], [1.259, 0.312, -0.523], [0.460, 0.348, 0.348], [0.017, -0.170, 0.029], [-0.011, -0.098, -0.058], [0.062, 0.397, -0.019], [-0.339, -0.130, -0.268], [-0.108, -0.614, -0.500]], "e_lumo_ev": -2.76, "de_lowest_ev": 1.470, "orbital_gap_ev": 11.52, "homo_ev": -14.29, "charge": 1}

[2]
{"formula": "C27H43ClF2N3O8S", "method": "the ωB97M-V functional and the def2-TZVPD basis", "symbols": ["Cl", "S", "F", "F", "O", "O", "O", "O", "O", "O", "O", "O", "N", "N", "N", "C", "C", "C", "C", "C", "C", "C", "C", "C", "C", "C", "C", "C", "C", "C", "C", "C", "C", "C", "C", "C", "C", "C", "C", "C", "C", "C", "H", "H", "H", "H", "H", "H", "H", "H", "H", "H", "H", "H", "H", "H", "H", "H", "H", "H", "H", "H", "H", "H", "H", "H", "H", "H", "H", "H", "H", "H", "H", "H", "H", "H", "H", "H", "H", "H", "H", "H", "H", "H", "H"], "coordinates": [[5.6911, 1.0768, -1.9706], [-1.3765, -0.6640, 8.2280], [0.7926, 2.5787, -2.6113], [-4.0533, 1.3631, -0.1353], [3.5673, -1.1513, 1.3625], [-0.8057, -0.4653, 9.5727], [-1.9356, -2.0244, 8.1278], [-2.3472, 2.8940, -0.7419], [-2.4451, 0.3248, 7.9966], [-0.5996, 2.6383, -5.2452], [-0.3195, -0.4912, 7.2149], [2.3572, -0.6403, -3.0827], [0.5630, -2.2831, -2.5837], [2.0885, -0.0916, 2.8936], [0.8132, 1.2946, -0.5835], [3.0016, 1.8578, -1.9980], [2.1015, -1.2976, 3.8552], [1.4033, 1.3543, -1.9405], [-0.4058, 1.1515, -5.1704], [2.2886, -0.6943, 1.5342], [1.0017, 0.6587, -4.5909], [3.1814, 0.8179, 3.3660], [-0.0611, -0.9265, -2.5709], [1.0736, 0.1522, -3.0025], [-2.7827, 1.6053, -0.8621], [4.0413, 1.0924, -1.0393], [4.3609, 1.8549, 0.3682], [-1.7126, 2.0976, 3.4522], [-0.6344, 0.3418, 1.3872], [-4.0670, -3.2074, -0.8957], [-1.9490, 0.6377, -1.8363], [-3.4229, -1.7078, -0.4819], [-1.8352, -1.8163, -0.7456], [-0.9749, -0.9020, 2.4578], [-0.9712, -0.5223, -1.2220], [-3.9251, -1.5307, 1.0683], [-1.6765, -0.6578, 3.9404], [1.2704, -1.0268, 0.3314], [-1.0182, 1.8216, 1.9850], [-2.0764, 0.8475, 4.4684], [0.1210, 0.0590, -0.0869], [-0.4634, 0.6660, -6.7728], [3.3216, 1.8097, -3.1321], [0.1026, 2.0848, -0.5088], [-3.6357, -0.5077, 1.5696], [-3.6490, -4.0478, -0.1972], [-0.2007, -0.4738, -6.8383], [4.8440, 1.1137, 1.1418], [5.2067, 2.6640, 0.1331], [0.7398, -2.0647, 0.5926], [3.1530, 1.9047, 2.8713], [-1.7750, -2.6110, -1.6401], [2.2329, -2.3292, 3.2701], [-1.9695, 3.1934, 3.8455], [-1.9185, -1.5609, 4.6727], [2.9639, 1.0309, 4.5220], [1.8075, 1.5291, -4.7131], [1.3976, -0.2113, -5.3076], [-2.5865, 1.0436, 5.5169], [0.5744, -2.7884, -1.6809], [-1.3863, 0.7320, -4.6976], [1.0452, -1.3987, 4.3986], [2.9506, -0.2606, -3.7920], [-0.7223, -2.0410, 2.2122], [2.9884, -1.2060, 4.6171], [-1.3648, -2.4213, 0.1707], [0.3707, 1.2284, -7.4156], [3.4451, 2.4611, 0.7806], [-1.5265, 0.8214, -7.2465], [3.7401, -0.0316, -0.9625], [-5.0948, -1.7451, 1.1569], [-3.8028, -3.3610, -2.0333], [-3.4140, -2.3828, 1.7283], [-0.8818, -0.9633, -3.4400], [3.0242, 3.0171, -1.7140], [-5.2534, -3.1187, -0.8557], [1.9160, -1.2416, -0.6196], [-0.7880, 2.8021, 1.3436], [-4.0494, -0.9782, -1.1383], [-1.5789, 2.7809, -5.0300], [4.2718, 0.3511, 3.3585], [0.2235, -2.9055, -3.3553], [1.5641, 1.5782, 0.1168], [-2.7385, 0.0584, -2.5232], [-1.4064, 1.3597, -2.6171]], "atomic_forces_ev_per_a": [[-1.388, -0.160, 0.615], [-0.131, -0.499, 1.247], [0.471, -2.342, 1.906], [4.070, -0.088, -2.726], [-7.339, 2.510, -0.457], [0.293, 0.176, 0.368], [-0.360, -0.829, -0.420], [-2.830, -8.940, -0.889], [-0.959, 1.042, -0.767], [-1.418, -1.749, 1.172], [1.050, 0.266, -1.588], [-0.601, 1.466, -0.138], [-1.225, -0.235, 0.185], [0.268, -1.230, -1.077], [-0.258, 1.760, 1.183], [-0.300, 0.784, 0.087], [-1.336, -1.877, 0.632], [1.398, 2.338, -4.084], [-0.975, 0.209, -2.823], [7.558, -1.905, 0.860], [0.085, 0.974, 0.163], [0.808, 1.477, 1.470], [-1.562, -0.839, -1.059], [2.498, -0.900, -1.280], [1.257, 8.188, 1.860], [-0.038, -0.188, -0.089], [1.107, 0.360, -0.653], [0.529, -3.977, -0.453], [-2.032, 1.279, 4.254], [-0.148, 1.353, -0.763], [-1.423, -0.491, -1.092], [-1.992, -1.642, 0.916], [-0.090, -1.561, -0.464], [-0.967, 2.620, 1.518], [1.199, 0.460, -0.606], [0.390, -0.476, 0.668], [0.603, 3.037, -2.124], [-0.320, -0.862, -0.905], [-0.467, -1.890, 1.458], [2.202, -0.321, -4.358], [-1.738, -2.628, 3.293], [0.533, -0.419, 0.145], [-0.736, -0.042, 2.489], [0.599, -0.721, -0.290], [-0.696, -2.049, -1.108], [-0.883, 1.551, -1.465], [-0.617, 2.007, 0.118], [-1.404, 1.476, -1.534], [-2.006, -1.645, 0.430], [1.119, 2.439, -0.413], [0.043, -2.605, 0.846], [0.105, 1.941, 1.769], [-0.071, 2.280, 1.161], [0.783, -2.638, -1.286], [0.775, 2.055, -1.669], [0.209, -0.545, -2.628], [-1.934, -1.669, 0.251], [-1.067, 1.606, 2.040], [1.332, -0.765, -1.848], [-0.146, 0.600, -0.994], [2.154, 0.331, -0.440], [2.502, 0.577, -0.822], [-1.129, -0.353, 1.215], [-0.560, 2.819, 0.520], [-1.882, -0.149, -1.512], [-0.934, 1.690, -1.921], [-1.953, -1.026, 1.549], [1.592, -1.407, -0.622], [2.156, -0.111, 1.004], [0.751, 2.166, 0.170], [2.552, 0.729, -0.386], [-0.403, -0.159, 2.232], [-1.001, 1.845, -1.434], [1.850, 0.370, 1.746], [-0.345, -2.498, -0.578], [2.637, -0.383, 0.195], [-0.819, 0.295, 1.863], [-0.598, -2.317, 1.461], [1.609, -1.033, 1.021], [2.199, -0.141, -0.474], [-2.188, 0.906, -0.372], [0.338, 1.038, 1.344], [-1.003, -0.539, -0.701], [1.636, 1.140, 1.666], [-0.987, -1.316, 2.218]], "e_lumo_ev": 0.32, "orbital_gap_ev": 2.01, "homo_ev": -1.68, "charge": -1}

[3]
{"formula": "C38H46KN8OPS", "method": "the ωB97M-V functional and the def2-TZVPD basis", "symbols": ["K", "S", "P", "O", "N", "N", "N", "N", "N", "N", "N", "N", "C", "C", "C", "C", "C", "C", "C", "C", "C", "C", "C", "C", "C", "C", "C", "C", "C", "C", "C", "C", "C", "C", "C", "C", "C", "C", "C", "C", "C", "C", "C", "C", "C", "C", "C", "C", "C", "C", "H", "H", "H", "H", "H", "H", "H", "H", "H", "H", "H", "H", "H", "H", "H", "H", "H", "H", "H", "H", "H", "H", "H", "H", "H", "H", "H", "H", "H", "H", "H", "H", "H", "H", "H", "H", "H", "H", "H", "H", "H", "H", "H", "H", "H", "H"], "coordinates": [[-0.5095, 0.9353, -0.5642], [-3.9217, 1.3791, 0.2710], [-0.1184, -3.0490, -0.0772], [-1.9660, 0.1518, -3.3432], [1.5344, -0.1478, 2.1098], [-0.2094, -1.5566, 0.2171], [0.7721, 1.6560, -2.9050], [0.0145, 1.5135, -7.4517], [-0.6485, 2.5052, 1.7959], [1.6652, 3.5522, 0.0319], [3.6116, 1.7378, 1.7044], [-2.9336, 0.4800, -5.4403], [-3.8228, -2.9759, -1.6847], [-5.3256, 5.1052, 0.2653], [2.9306, -0.6142, 2.2397], [-4.5398, 5.7253, -0.7280], [4.5741, 2.3184, 0.8875], [-0.2914, 3.9062, 1.5807], [1.3830, -3.5998, -2.4927], [-1.5051, -3.4611, -1.1192], [-0.2730, 1.3759, -6.3248], [-1.0410, -3.7618, 2.4889], [3.6854, -3.6701, -0.9621], [4.2254, 3.6278, 0.1904], [-0.3690, -5.6812, 3.7596], [-5.1677, 3.7484, 0.5387], [0.9027, 0.0757, 3.3854], [-3.6468, 4.9608, -1.4716], [-1.5353, -4.6325, -1.9135], [-4.1757, 2.9981, -0.1549], [2.4760, -3.7150, -0.3307], [0.1920, 1.4780, -3.9051], [3.8661, 0.5815, 2.6098], [1.2230, 4.1752, 1.3085], [-0.8132, 2.0492, 3.1380], [3.7824, -3.7350, -2.3532], [0.5393, 1.5862, 3.6930], [-0.6735, 1.2634, -4.9683], [-1.0626, -4.4779, 3.6976], [-2.6956, -4.9449, -2.6406], [0.4083, -5.3803, 1.4644], [-0.2416, -4.1686, 1.3920], [-2.6363, -2.6491, -1.0155], [2.9484, 3.8668, -0.6158], [2.6500, -3.6497, -3.0938], [-1.9155, 0.6032, -4.5190], [-3.4913, 3.5935, -1.1907], [1.3247, -3.5130, -1.0716], [0.3142, -6.1648, 2.6245], [-3.8193, -4.1493, -2.5058], [-2.6208, -1.7066, -0.3578], [2.6938, 1.6227, 1.2566], [-3.0436, 1.0915, -6.2806], [-1.5374, -4.0413, 4.6022], [3.0045, 4.9311, -0.9007], [-4.7216, -2.3446, -1.6787], [-2.7373, -5.8162, -3.3350], [0.7957, -7.1474, 2.6560], [4.7349, -3.8948, -2.8216], [3.1108, -1.4432, 2.9293], [-3.1690, 5.4536, -2.3161], [3.3063, -1.1025, 1.3036], [-4.7447, -4.4426, -3.0389], [-6.0582, 5.6747, 0.8393], [-4.7323, 6.7912, -0.8790], [3.6547, 0.8592, 3.6985], [2.7839, -3.6679, -4.1777], [-1.5039, 2.3810, 1.2947], [-0.3837, -6.3479, 4.6220], [5.0783, 3.8867, -0.4909], [0.4740, 1.6836, 4.7842], [4.2483, 4.4692, 0.9038], [1.2392, 2.3214, 3.3458], [4.9274, 0.2244, 2.5729], [-0.9047, 4.3025, 0.7222], [1.5968, -0.2538, 4.1868], [0.4771, -3.5220, -3.0721], [-0.6337, -5.2839, -1.9543], [-1.5788, -2.8250, 2.4019], [4.9591, 1.5000, 0.1563], [2.8971, 3.3516, -1.5901], [5.4875, 2.5078, 1.5269], [4.6139, -3.5763, -0.3354], [2.4437, -3.6033, 0.7376], [0.9274, 3.6734, -0.7004], [-1.5589, 1.2223, 3.0780], [-1.1829, 2.8579, 3.8365], [1.0098, -0.7773, 1.4901], [-3.8085, 0.1270, -5.0296], [-2.8436, 2.9663, -1.8296], [1.9013, 3.8334, 2.1503], [0.8562, -5.7699, 0.5521], [1.3323, 5.2682, 1.3104], [-0.4716, 4.5695, 2.5191], [-0.0385, -0.4510, 3.6349], [-5.9540, 3.1947, 1.1256]], "atomic_forces_ev_per_a": [[-0.071, -0.496, -0.235], [0.502, -1.446, 0.417], [-0.892, 2.473, -0.075], [-0.860, 0.795, -2.356], [1.011, -0.857, 0.069], [0.791, 0.077, 0.880], [-0.222, 0.043, -1.214], [-0.313, -0.262, 1.172], [-0.069, 1.312, -1.047], [-0.986, -0.044, -0.217], [-2.437, -0.711, 1.946], [-1.330, 0.029, -0.321], [0.593, -1.272, -1.066], [0.387, -0.584, 0.013], [0.386, 0.493, -0.958], [-0.625, 0.197, 0.775], [2.789, -1.565, -0.825], [0.915, 0.881, 0.916], [0.716, 0.822, 1.311], [-0.891, -2.040, -0.628], [-0.054, 0.464, -0.544], [0.699, 0.096, 0.078], [2.190, -0.539, 0.448], [0.531, 0.866, -0.242], [0.423, -0.941, -0.776], [-0.956, 0.285, -0.435], [0.134, 1.493, 1.276], [-0.518, 0.007, 0.040], [-0.180, 0.306, 0.098], [-1.163, -0.012, 0.913], [0.219, 1.550, -0.194], [1.030, 0.482, 1.536], [-0.164, 0.208, -0.031], [0.648, -0.408, -0.369], [0.024, -0.347, 0.756], [0.657, 0.116, 1.386], [-0.869, -1.175, 0.576], [-0.742, -0.634, -0.728], [0.153, 0.557, -0.227], [0.461, -0.561, -0.183], [-0.407, -1.055, 0.340], [-0.652, 0.064, 0.320], [-1.016, 1.445, 0.678], [-0.733, -0.006, -0.285], [-1.357, -0.513, -1.128], [1.346, -0.178, 1.394], [0.956, 1.200, -1.350], [-0.457, -1.839, -0.925], [-0.027, 0.389, 0.194], [-0.918, 1.013, 0.401], [0.289, -1.579, -1.126], [0.450, -0.038, 0.245], [0.577, -0.808, 1.470], [0.105, -0.484, -0.845], [-0.017, 0.170, 0.110], [0.565, -0.230, 0.287], [0.129, 0.660, 0.717], [-0.160, 0.330, 0.043], [0.362, 0.341, -0.172], [-0.361, 0.040, 0.792], [0.253, -0.323, 0.109], [-0.645, 0.891, 0.149], [0.613, 0.309, 0.274], [0.058, -0.010, -0.267], [0.394, -0.288, -0.302], [0.293, -0.139, -1.239], [-0.450, -0.027, 0.187], [-0.923, -0.321, -0.093], [-0.066, 0.433, 0.079], [-0.608, -0.376, 0.368], [0.146, -0.077, 0.076], [0.003, -0.473, 0.299], [0.854, -0.048, -0.155], [-0.636, 0.431, -0.126], [0.608, -0.226, 0.816], [-0.181, 0.168, -0.176], [0.000, 0.129, -0.122], [-0.817, 0.508, -0.040], [0.086, 0.102, -0.025], [-0.299, 1.355, 0.196], [0.296, -0.237, 0.488], [-0.657, 0.085, -0.604], [-0.872, -0.420, -0.728], [-0.075, -0.154, 0.382], [0.836, -0.188, 0.994], [0.441, 0.504, 0.405], [-0.075, -0.514, -0.647], [-0.443, -0.074, -0.253], [0.766, 0.331, -0.383], [-0.309, 0.394, 0.456], [-0.887, 0.041, -0.953], [0.332, -0.006, 0.326], [0.034, 0.258, -0.215], [-0.285, -0.985, -1.269], [0.297, -0.289, -0.863], [1.326, 0.656, -0.241]], "e_lumo_ev": 4.06, "de_lowest_ev": 0.937, "orbital_gap_ev": 5.68, "homo_ev": -1.61, "charge": -2}

Asked for total energy across the records above, the calculation gives -11428.0037 -78316.5660 -90569.6242 eV in order.